{"formula": "C4H12N2OPS", "method": "ωB97M-V/def2-TZVPD", "symbols": ["C", "C", "C", "C", "N", "N", "O", "P", "S", "H", "H", "H", "H", "H", "H", "H", "H", "H", "H", "H", "H"], "xyz": [[0.349, 0.769, -2.424], [-0.316, 1.846, -1.560], [0.205, -1.428, 2.282], [-1.740, -0.483, 1.145], [0.276, -0.457, -1.658], [-0.298, -0.441, 1.344], [0.038, 1.614, -0.180], [0.619, 0.206, 0.162], [2.587, 0.484, 0.726], [-0.215, 0.632, -3.349], [1.374, 1.070, -2.671], [0.028, 2.848, -1.821], [-1.404, 1.800, -1.635], [0.058, -2.449, 1.921], [1.263, -1.261, 2.482], [-0.341, -1.314, 3.220], [-2.226, -0.299, 2.105], [-2.041, 0.295, 0.448], [-2.064, -1.453, 0.763], [0.925, -1.169, -1.967], [2.925, -0.809, 0.669]], "forces_ev_per_angstrom": [[0.1, 0.5, -0.1], [-0.2, 0.1, -0.9], [0.3, -0.3, 0.4], [-0.5, 0.1, -0.1], [0.5, 0.9, 4.0], [0.9, 0.1, -0.8], [0.2, 0.0, 0.4], [-1.0, -1.4, -3.0], [-0.3, 0.1, -0.1], [0.0, 0.2, 0.0], [-0.1, 0.0, 0.0], [-0.1, -0.1, 0.1], [0.1, 0.0, 0.1], [0.0, 0.1, 0.0], [-0.1, 0.0, 0.0], [0.1, 0.0, 0.0], [0.1, 0.0, -0.1], [-0.1, 0.0, 0.0], [0.1, 0.0, 0.0], [0.1, -0.1, 0.1], [0.0, -0.2, -0.1]], "total_charge": 1, "orbital_gap_ev": 10.170, "fmax_ev_per_a": 4.1, "homo_energy_ev": -13.943}

{"formula": "C3H7NO4S", "method": "ωB97M-V/def2-TZVPD", "symbols": ["C", "C", "C", "H", "H", "H", "H", "H", "H", "H", "N", "O", "O", "O", "O", "S"], "xyz": [[0.129, 0.367, -0.680], [1.222, 0.070, 0.358], [-1.029, -0.613, -0.625], [-0.364, 0.275, -2.817], [1.088, -0.653, -2.244], [-0.279, 1.498, -0.718], [2.224, 0.182, 0.031], [1.123, -1.050, 0.449], [-0.694, -0.624, 2.342], [-2.595, -1.093, 0.382], [0.612, 0.347, -2.054], [0.119, -0.071, 2.916], [0.453, 2.325, 1.764], [-1.571, -0.708, 0.533], [-1.507, -1.215, -1.627], [1.069, 0.963, 1.989]], "forces_ev_per_angstrom": [[-0.7, 2.6, -2.1], [-2.5, -1.7, 0.1], [-1.0, -1.0, -4.6], [3.8, 0.2, 3.3], [-1.4, 2.7, 0.4], [0.5, -2.5, 1.3], [0.8, 0.9, -0.5], [0.3, 0.9, 0.9], [3.3, 2.7, 2.1], [4.0, 1.1, 0.6], [-0.8, -3.1, -3.8], [-2.8, -1.6, -3.4], [0.4, -2.9, -0.2], [-5.2, -1.5, 2.2], [1.4, 1.8, 3.0], [-0.3, 1.3, 0.8]], "total_charge": 0, "orbital_gap_ev": 9.559, "fmax_ev_per_a": 5.8, "homo_energy_ev": -9.601}

{"formula": "C35H34N9OPdS", "method": "ωB97M-V/def2-TZVPD", "symbols": ["Pd", "C", "C", "C", "C", "C", "N", "C", "C", "C", "C", "C", "C", "C", "N", "C", "C", "C", "N", "C", "C", "N", "C", "C", "C", "N", "H", "H", "H", "H", "H", "H", "H", "H", "H", "H", "H", "H", "H", "H", "H", "H", "H", "H", "N", "C", "N", "C", "C", "O", "C", "C", "H", "H", "H", "H", "H", "H", "H", "H", "S", "C", "C", "C", "N", "C", "C", "C", "C", "C", "N", "C", "C", "H", "H", "H", "H", "H", "H", "H", "H"], "xyz": [[-0.275, -0.641, 0.259], [-5.787, -3.180, -2.749], [-4.698, -2.904, -1.766], [-3.935, -3.942, -1.223], [-2.919, -3.673, -0.344], [-2.591, -2.352, 0.053], [-1.499, -2.154, 0.824], [-1.130, -3.042, 1.780], [-2.108, -3.457, 2.708], [-1.806, -4.284, 3.756], [-0.508, -4.769, 3.916], [-0.179, -5.666, 5.063], [0.463, -4.388, 3.001], [0.193, -3.528, 1.940], [1.197, -3.234, 1.004], [2.480, -3.672, 1.039], [3.097, -3.260, -0.116], [2.108, -2.562, -0.817], [0.971, -2.557, -0.136], [-3.415, -1.305, -0.453], [-4.419, -1.606, -1.366], [-3.303, 0.008, 0.031], [-4.260, 0.968, -0.036], [-3.806, 2.056, 0.669], [-2.547, 1.675, 1.145], [-2.261, 0.443, 0.755], [-6.203, -4.172, -2.596], [-5.391, -3.132, -3.763], [-6.587, -2.447, -2.667], [-4.141, -4.962, -1.511], [-2.311, -4.478, 0.045], [-3.106, -3.064, 2.592], [-2.574, -4.563, 4.460], [-1.076, -6.158, 5.428], [0.239, -5.075, 5.878], [0.552, -6.422, 4.785], [1.453, -4.793, 3.130], [2.881, -4.238, 1.854], [4.105, -3.455, -0.426], [2.180, -2.090, -1.779], [-5.008, -0.806, -1.788], [-5.188, 0.832, -0.550], [-4.305, 2.990, 0.826], [-1.877, 2.236, 1.769], [1.723, -0.222, 1.560], [2.677, 0.326, 1.195], [3.739, 0.928, 0.756], [4.849, 1.332, 1.601], [6.160, 0.935, 0.909], [6.239, 1.428, -0.406], [5.166, 0.992, -1.199], [3.830, 1.438, -0.601], [4.772, 0.844, 2.574], [4.820, 2.423, 1.730], [6.256, -0.160, 0.910], [7.010, 1.373, 1.433], [5.167, -0.104, -1.290], [5.312, 1.443, -2.180], [3.001, 1.059, -1.197], [3.785, 2.535, -0.579], [1.829, 5.092, -2.655], [1.222, 3.566, -1.978], [1.128, 2.444, -2.795], [0.688, 1.252, -2.248], [0.390, 1.119, -0.957], [0.520, 2.185, -0.165], [0.915, 3.425, -0.628], [0.384, 6.145, -2.388], [0.239, 6.926, -1.257], [-0.881, 7.749, -1.188], [-1.792, 7.816, -2.139], [-1.641, 7.067, -3.214], [-0.567, 6.205, -3.393], [1.384, 2.511, -3.839], [0.563, 0.367, -2.860], [0.323, 2.019, 0.890], [1.003, 4.259, 0.050], [0.978, 6.923, -0.472], [-1.039, 8.395, -0.335], [-2.400, 7.168, -3.979], [-0.459, 5.620, -4.292]], "forces_ev_per_angstrom": [[-2.9, -1.8, -0.6], [0.0, 0.0, -0.2], [0.2, 0.2, 0.3], [-0.2, 0.3, 0.0], [0.2, 0.5, -0.1], [-1.0, 0.0, -1.3], [1.3, 2.0, 0.2], [0.8, -0.7, 1.1], [0.4, 0.3, -0.2], [0.2, -0.2, -0.1], [0.0, 0.1, -0.3], [0.1, 0.0, 0.2], [-0.1, 0.0, 0.2], [-1.7, 0.0, 0.4], [1.1, -0.1, -0.3], [-0.2, 0.3, -0.2], [-0.2, 0.1, -0.2], [0.3, -0.3, 0.2], [-0.5, 1.1, 0.1], [0.5, -1.6, 0.2], [0.0, -0.2, -0.1], [-0.3, 0.9, 0.0], [0.3, 0.2, 0.2], [0.2, -0.1, 0.1], [-0.4, 0.1, 0.0], [1.4, -0.5, -0.6], [-0.1, 0.0, 0.0], [-0.1, 0.0, -0.1], [-0.1, 0.0, 0.0], [0.0, -0.1, 0.0], [0.0, 0.0, 0.0], [-0.1, 0.0, -0.1], [-0.1, -0.1, 0.1], [0.0, -0.1, 0.1], [0.0, -0.1, 0.1], [0.0, -0.1, 0.0], [0.1, -0.1, 0.0], [0.0, -0.1, 0.1], [0.2, 0.0, 0.0], [-0.1, 0.1, -0.1], [-0.1, 0.1, 0.0], [-0.1, -0.2, 0.0], [-0.1, 0.1, 0.0], [0.2, 0.0, 0.0], [0.2, 0.1, 0.3], [-0.5, -0.4, 0.4], [0.5, 0.3, -0.3], [0.6, 0.1, 0.2], [0.0, 0.0, 0.4], [0.0, 0.2, 0.0], [-0.4, 0.1, -0.1], [0.3, 0.0, -0.5], [0.0, 0.1, -0.1], [0.0, -0.1, 0.1], [0.0, 0.1, 0.0], [-0.1, -0.1, 0.1], [0.0, 0.0, 0.0], [-0.1, -0.1, 0.0], [0.1, 0.0, 0.1], [0.0, -0.1, 0.0], [-0.2, 0.2, 0.1], [0.1, 0.0, 0.0], [-0.1, 0.1, 0.2], [-0.1, -0.3, -0.1], [0.3, -0.3, 0.7], [0.0, 0.4, 0.2], [-0.1, -0.1, -0.2], [0.4, -0.4, -0.2], [-0.1, 0.1, -0.1], [0.4, -0.1, 0.3], [-0.5, 0.4, 0.1], [0.1, -0.3, -0.3], [-0.1, 0.1, 0.1], [0.0, 0.0, -0.2], [0.0, 0.0, 0.0], [0.0, 0.1, -0.2], [0.0, 0.1, 0.1], [0.1, 0.0, 0.1], [0.0, 0.0, 0.1], [0.0, 0.0, -0.1], [0.0, -0.1, -0.1]], "total_charge": 1, "orbital_gap_ev": [5.637, 5.644], "fmax_ev_per_a": 3.4, "homo_energy_ev": [-9.190, -9.192]}

{"formula": "C5H14N2", "method": "ωB97M-V/def2-TZVPD", "symbols": ["C", "C", "C", "C", "N", "C", "N", "H", "H", "H", "H", "H", "H", "H", "H", "H", "H", "H", "H", "H", "H"], "xyz": [[1.479, 1.160, -2.089], [1.347, 0.258, -0.866], [1.964, 0.875, 0.396], [-0.150, -0.039, -0.667], [-0.446, -0.822, 0.517], [-1.450, -0.543, 1.514], [-2.788, -1.078, 1.270], [1.111, 0.615, -2.957], [0.960, 2.098, -1.947], [2.531, 1.295, -2.383], [1.871, -0.686, -1.045], [1.692, 1.927, 0.448], [3.047, 0.784, 0.330], [1.573, 0.428, 1.303], [-0.669, 0.907, -0.609], [-0.540, -0.568, -1.542], [0.117, -1.644, 0.647], [-1.528, 0.548, 1.568], [-1.065, -0.870, 2.481], [-2.677, -1.939, 0.745], [-3.308, -0.452, 0.667]], "forces_ev_per_angstrom": [[1.0, -1.1, -0.4], [-0.3, 0.1, 0.5], [-0.2, 0.2, -0.6], [0.0, -0.8, 0.3], [0.3, -0.2, 0.2], [0.5, 0.7, -0.7], [0.1, -0.1, 0.0], [-0.6, 0.2, -0.1], [0.0, 0.3, -0.1], [-0.2, 0.5, 0.5], [-0.1, -0.1, -0.2], [0.1, 0.3, 0.0], [0.0, 0.1, 0.3], [0.2, -0.3, 0.1], [-0.4, 0.4, 0.2], [0.1, 0.2, -0.3], [-0.1, 0.0, 0.0], [-0.2, 0.0, 0.2], [-0.2, -0.2, 0.0], [-0.1, -0.1, 0.1], [0.0, 0.0, 0.0]], "total_charge": 0, "orbital_gap_ev": 9.367, "fmax_ev_per_a": 1.5, "smiles": "CC(C)CNCN", "homo_energy_ev": -8.259}

{"formula": "C3H6N2O", "method": "ωB97M-V/def2-TZVPD", "symbols": ["N", "C", "C", "N", "C", "O", "H", "H", "H", "H", "H", "H"], "xyz": [[1.595, 1.121, -1.693], [1.163, 0.431, -0.868], [0.529, -0.369, 0.215], [0.471, 0.337, 1.480], [-0.895, -0.718, -0.237], [-1.639, 0.443, -0.520], [1.103, -1.295, 0.338], [1.380, 0.710, 1.730], [-0.169, 1.120, 1.384], [-0.852, -1.402, -1.095], [-1.401, -1.212, 0.596], [-1.286, 0.832, -1.331]], "forces_ev_per_angstrom": [[-0.4, -0.8, 0.8], [0.4, 0.6, -0.7], [0.0, -0.1, -0.1], [0.1, 0.1, 0.0], [0.1, -0.3, 0.1], [0.0, 0.1, -0.1], [-0.1, 0.1, 0.0], [-0.1, 0.0, 0.0], [0.0, 0.0, 0.1], [0.0, 0.1, 0.1], [0.1, 0.0, -0.1], [-0.1, 0.1, 0.0]], "total_charge": 0, "orbital_gap_ev": 11.195, "fmax_ev_per_a": 1.2, "smiles": "N#C[C@@H](N)CO", "homo_energy_ev": -10.398}

{"formula": "C35H33BrF5GaN6O3PS", "method": "ωB97M-V/def2-TZVPD", "symbols": ["Ga", "F", "C", "C", "F", "C", "F", "C", "P", "C", "C", "C", "C", "C", "C", "C", "C", "C", "C", "C", "C", "C", "Br", "C", "F", "H", "H", "H", "H", "H", "H", "H", "H", "H", "H", "C", "C", "N", "C", "C", "C", "O", "O", "C", "O", "C", "C", "C", "F", "C", "C", "C", "N", "C", "C", "N", "C", "C", "H", "H", "H", "H", "H", "H", "H", "H", "H", "H", "H", "H", "H", "H", "H", "H", "H", "H", "N", "N", "C", "N", "S", "H", "H", "H", "H", "H"], "xyz": [[-0.821, 0.753, 1.533], [1.166, 7.376, -0.823], [0.628, 6.412, -0.107], [0.018, 6.678, 1.125], [-0.012, 7.898, 1.620], [-0.554, 5.623, 1.832], [-1.129, 5.862, 3.005], [-0.532, 4.303, 1.376], [-1.390, 3.051, 2.402], [-3.104, 3.615, 2.536], [-3.983, 3.262, 1.512], [-5.282, 3.734, 1.536], [-5.705, 4.549, 2.575], [-4.834, 4.881, 3.604], [-3.530, 4.416, 3.596], [-0.516, 3.075, 3.985], [0.821, 3.452, 4.068], [1.527, 3.229, 5.237], [0.911, 2.631, 6.323], [-0.427, 2.272, 6.250], [-1.139, 2.479, 5.081], [0.107, 4.059, 0.162], [0.284, 2.308, -0.568], [0.673, 5.095, -0.572], [1.268, 4.817, -1.723], [-3.659, 2.615, 0.710], [-5.962, 3.469, 0.742], [-6.716, 4.927, 2.586], [-5.166, 5.513, 4.413], [-2.853, 4.693, 4.391], [1.318, 3.918, 3.230], [2.562, 3.525, 5.296], [1.476, 2.458, 7.224], [-0.911, 1.845, 7.114], [-2.193, 2.229, 5.018], [-1.000, -1.532, -5.477], [-1.665, -2.499, -4.500], [-1.265, -2.195, -3.131], [-2.038, -1.373, -2.426], [-1.743, -0.917, -1.160], [-2.772, -0.042, -0.496], [-3.854, 0.113, -0.991], [-2.424, 0.531, 0.643], [-0.541, -1.316, -0.540], [-0.127, -0.882, 0.604], [0.255, -2.266, -1.270], [1.406, -2.824, -0.691], [2.166, -3.732, -1.365], [3.170, -4.314, -0.680], [1.907, -4.091, -2.717], [0.752, -3.545, -3.280], [-0.100, -2.681, -2.579], [2.756, -4.897, -3.424], [4.109, -5.194, -2.975], [5.050, -5.399, -4.168], [4.665, -4.434, -5.231], [3.302, -4.723, -5.787], [2.480, -5.463, -4.718], [-1.277, -1.800, -6.492], [0.085, -1.543, -5.382], [-1.349, -0.520, -5.291], [-1.424, -3.538, -4.727], [-2.749, -2.387, -4.569], [-2.959, -1.021, -2.874], [1.674, -2.548, 0.318], [0.503, -3.803, -4.295], [4.130, -6.083, -2.335], [4.486, -4.353, -2.392], [5.008, -6.410, -4.574], [6.077, -5.205, -3.848], [5.356, -4.441, -5.990], [4.680, -3.493, -4.816], [3.394, -5.340, -6.684], [2.832, -3.776, -6.067], [2.766, -6.519, -4.708], [1.423, -5.430, -4.966], [-1.586, -0.360, 3.433], [-0.546, -1.088, 4.019], [0.745, -0.775, 3.804], [1.677, -1.471, 4.439], [1.238, 0.491, 2.797], [-2.022, 0.285, 4.106], [-2.327, -0.972, 3.078], [-0.772, -1.817, 4.693], [1.468, -2.205, 5.099], [2.645, -1.225, 4.295]], "forces_ev_per_angstrom": [[0.1, -0.3, 0.4], [-0.1, -0.1, 0.2], [-0.2, -0.3, 0.2], [0.0, -0.3, -0.1], [0.0, -0.1, -0.2], [0.1, -0.2, -0.3], [0.1, 0.4, 0.0], [-0.1, 0.0, 0.1], [0.5, 0.1, -0.3], [0.2, -0.3, 0.1], [0.1, 0.0, 0.0], [0.0, 0.1, 0.0], [0.1, 0.0, 0.0], [0.0, 0.0, 0.1], [0.0, 0.0, -0.1], [-0.2, 0.0, 0.0], [-0.2, 0.1, 0.0], [0.0, 0.0, 0.0], [0.0, 0.0, -0.1], [0.0, -0.1, 0.1], [0.0, 0.1, -0.1], [0.0, 0.3, 0.0], [0.0, 0.1, 0.1], [-0.2, -0.3, 0.2], [0.1, 0.2, 0.0], [0.0, -0.1, -0.1], [-0.1, 0.0, -0.1], [-0.1, 0.0, 0.0], [0.0, 0.0, 0.1], [0.0, 0.0, 0.0], [0.0, 0.0, -0.1], [0.1, 0.1, 0.0], [0.0, 0.0, 0.2], [-0.1, -0.1, 0.1], [-0.1, 0.0, 0.1], [-0.1, -0.2, 0.1], [0.0, 0.1, -0.8], [-0.3, 0.1, 0.3], [-0.1, 0.2, 0.4], [0.1, 0.1, 0.3], [0.2, 0.0, 0.0], [-0.2, 0.0, -0.1], [-0.3, 0.0, 0.1], [-0.2, 0.2, -0.1], [0.0, 0.0, -0.2], [0.1, -0.2, -0.3], [0.0, -0.1, -0.2], [-0.3, 0.3, 0.3], [0.0, 0.0, -0.1], [-0.4, 0.5, 0.2], [0.1, -0.1, -0.1], [0.5, 0.1, 0.7], [0.3, -0.2, 0.0], [0.3, 0.0, 0.3], [0.1, -0.5, 0.6], [0.4, 0.4, -0.2], [-0.9, -0.3, -0.2], [0.0, 0.0, -0.3], [0.0, 0.0, -0.1], [0.1, 0.0, 0.0], [0.0, 0.1, 0.0], [-0.1, 0.1, 0.1], [0.1, -0.1, 0.1], [0.0, -0.1, -0.1], [0.0, 0.0, 0.1], [0.0, 0.0, -0.1], [0.2, 0.1, -0.1], [0.0, -0.1, 0.0], [0.0, 0.2, -0.1], [-0.1, 0.0, -0.2], [-0.1, 0.1, 0.2], [0.0, -0.2, -0.2], [0.2, 0.1, 0.1], [0.2, -0.1, 0.1], [-0.1, 0.0, 0.0], [0.1, 0.0, 0.0], [-0.3, 0.3, -0.4], [-0.1, -0.5, 0.3], [-0.1, 0.4, -0.2], [0.0, -0.2, 0.1], [-0.1, 0.2, -0.3], [0.4, -0.2, -0.1], [0.4, -0.1, 0.1], [-0.1, 0.3, -0.2], [0.0, 0.1, 0.0], [-0.1, -0.1, 0.0]], "total_charge": 3, "orbital_gap_ev": 8.155, "fmax_ev_per_a": 1.0, "homo_energy_ev": -15.325}